100
Properties=species:S:1:pos:R:3 method="wB97M-V/def2-TZVPD" e_tot_ev=-123902.975
Pb 0.0300 1.5961 2.5966
C -4.3526 -1.5257 0.5530
C -3.2157 -0.9523 -0.2251
C -3.2533 -0.7817 -1.5671
C -2.1458 -0.2008 -2.2462
N -1.0735 0.1500 -1.6088
N -1.0184 -0.0165 -0.2739
B 0.2683 0.4818 0.3857
N 0.7200 1.8381 -0.3409
N 1.3933 1.3819 -1.4228
C 1.9250 2.1948 -2.2730
C 1.7592 3.5878 -2.1125
C 1.0992 4.0872 -1.0393
C 0.9835 5.5796 -0.9011
C 0.5617 3.1539 -0.0674
S -0.1459 4.2114 1.2443
C 2.7456 1.6035 -3.4042
C 2.8154 0.0810 -3.2798
C 4.1720 2.1659 -3.3196
C 2.1192 1.9869 -4.7499
N 1.3619 -0.5649 0.3668
N 1.0110 -1.6688 -0.3375
C 1.8771 -2.6149 -0.4811
C 3.1814 -2.5323 0.0989
C 3.5444 -1.4473 0.8174
C 4.8807 -1.2834 1.4599
C 2.5780 -0.3851 0.9466
S 2.8383 1.0401 1.7777
C 1.4703 -3.8196 -1.3126
C 0.0298 -3.6767 -1.8028
C 1.5878 -5.0910 -0.4627
C 2.4033 -3.9189 -2.5271
C -2.0262 -0.5350 0.4705
S -1.9302 -0.5814 2.1626
C -2.1506 0.0909 -3.7449
C -1.0332 -0.7013 -4.4283
C -3.4808 -0.2820 -4.4006
C -1.9066 1.5940 -3.9376
H -5.1775 -1.7842 -0.1102
H -4.6961 -0.8087 1.2998
H -4.0327 -2.4162 1.0950
H -4.1376 -1.0701 -2.1174
H 2.1894 4.2728 -2.8315
H 1.4694 6.0526 -1.7520
H 1.4613 5.9342 0.0123
H -0.0583 5.8999 -0.8717
H 3.2756 -0.2148 -2.3353
H 3.4132 -0.3195 -4.1006
H 1.8249 -0.3703 -3.3110
H 4.6336 1.9118 -2.3638
H 4.1919 3.2520 -3.4270
H 4.7803 1.7422 -4.1200
H 1.1019 1.6000 -4.8351
H 2.7127 1.5671 -5.5636
H 2.0836 3.0694 -4.8882
H 3.8815 -3.3463 -0.0415
H 5.5049 -2.1563 1.2737
H 4.7711 -1.1410 2.5360
H 5.3810 -0.3933 1.0766
H -0.6676 -3.6015 -0.9676
H -0.2342 -4.5496 -2.4030
H -0.0879 -2.7811 -2.4140
H 0.9358 -5.0354 0.4105
H 2.6081 -5.2568 -0.1127
H 1.2958 -5.9594 -1.0556
H 2.3355 -3.0182 -3.1410
H 2.1216 -4.7757 -3.1416
H 3.4460 -4.0490 -2.2315
H -1.1833 -1.7762 -4.3071
H -0.0647 -0.4422 -4.0040
H -1.0170 -0.4777 -5.4971
H -3.6922 -1.3497 -4.3133
H -3.4330 -0.0406 -5.4630
H -4.3182 0.2727 -3.9723
H -0.9566 1.8856 -3.4878
H -2.6976 2.1814 -3.4663
H -1.8840 1.8395 -5.0014
S 2.4010 2.6779 3.9966
C 2.6639 1.5798 5.2473
C 4.0159 1.2488 5.5987
N 5.1031 0.9909 5.8721
C 1.5985 0.9829 5.8727
S -0.0118 1.3289 5.3980
C 1.7727 0.0274 6.9229
N 1.8915 -0.7439 7.7696
C -3.1840 -1.6094 6.2151
N -4.2737 -0.6798 5.9668
C -4.1102 0.4343 5.2210
S -2.6722 0.7679 4.4466
N -5.1878 1.2507 5.1239
C -6.4886 0.9843 5.6912
H -3.5934 -2.4834 6.7187
H -2.4050 -1.1623 6.8343
H -2.7365 -1.9138 5.2716
H -5.0815 -0.7445 6.5611
H -5.0480 2.0627 4.5503
H -6.8837 0.0212 5.3557
H -7.1744 1.7633 5.3695
H -6.4696 0.9905 6.7858
O -0.8305 3.6331 2.5420

=====

91
Properties=species:S:1:pos:R:3 method="wB97M-V/def2-TZVPD" e_tot_ev=-62002.328 charge=-2
Pd 0.2852 -0.1339 0.0331
C 2.9630 -0.0134 -5.3282
C 2.9843 0.0260 -3.8317
C 4.0744 0.0453 -2.9948
C 3.5362 0.0668 -1.6848
N 2.2107 0.0566 -1.7385
N 1.8800 0.0354 -3.0502
B 0.4148 0.0415 -3.5518
N -0.3342 1.3162 -3.0919
N -0.5331 1.6253 -1.7906
C -1.1988 2.7711 -1.7730
C -1.4402 3.2138 -3.0970
C -0.8724 2.2562 -3.9040
C -0.8348 2.2054 -5.3998
C -1.6392 3.5110 -0.5263
C -1.0069 4.9107 -0.5415
C -3.1683 3.6505 -0.5560
C -1.2271 2.7869 0.7500
N -0.3337 -1.2348 -3.1062
N -0.5345 -1.5203 -1.8014
C -1.2207 -2.6575 -1.7579
C -1.4683 -3.1145 -3.0726
C -0.8857 -2.1782 -3.8991
C -0.8293 -2.1538 -5.3949
C -1.6477 -3.3110 -0.4580
C -2.4189 -4.5957 -0.7633
C -0.4049 -3.6433 0.3779
C -2.5451 -2.3440 0.3250
C 4.3743 0.1006 -0.4213
C 5.2809 1.3396 -0.4730
C 5.2483 -1.1619 -0.3852
C 3.5222 0.1555 0.8406
H 3.9888 -0.0329 -5.6981
H 2.4443 -0.9002 -5.6986
H 2.4593 0.8587 -5.7505
H 5.1137 0.0384 -3.2901
H 0.4432 0.0504 -4.7518
H -1.9594 4.1044 -3.4203
H -1.3469 3.0818 -5.7988
H 0.1891 2.1999 -5.7799
H -1.3297 1.3107 -5.7842
H -1.2983 5.4709 -1.4348
H -1.3216 5.4764 0.3421
H 0.0823 4.8293 -0.5298
H -3.5031 4.1855 -1.4496
H -3.6326 2.6619 -0.5546
H -3.5154 4.1974 0.3273
H -0.1486 2.6438 0.7981
H -1.5503 3.3588 1.6284
H -1.6567 1.7870 0.7985
H -1.9962 -4.0023 -3.3852
H -1.3348 -3.0367 -5.7879
H -1.3168 -1.2658 -5.8036
H 0.2010 -2.1548 -5.7579
H -1.7975 -5.3050 -1.3198
H -2.7280 -5.0703 0.1719
H -3.3159 -4.3868 -1.3554
H 0.2613 -4.3139 -0.1757
H 0.1303 -2.7182 0.6104
H -0.6941 -4.1252 1.3188
H -3.4289 -2.0774 -0.2649
H -2.8697 -2.7989 1.2678
H -1.9797 -1.4362 0.5539
H 5.9140 1.3355 -1.3649
H 4.6724 2.2464 -0.4907
H 5.9257 1.3724 0.4119
H 5.8811 -1.2345 -1.2746
H 5.8920 -1.1516 0.5010
H 4.6146 -2.0504 -0.3418
H 2.9015 1.0502 0.8618
H 2.8272 -0.6819 0.8900
H 4.1622 0.1444 1.7309
C -3.2158 -1.5880 8.2488
C -2.9713 -0.4992 9.2634
O -3.7286 -0.2639 10.1676
S -1.4171 0.3959 9.1577
C -0.9854 0.2832 7.4430
C -1.6758 1.0504 6.4970
C -1.3632 0.9549 5.1574
C -0.3348 0.0909 4.6869
C 0.3674 -0.6445 5.6754
C 0.0462 -0.5535 7.0154
C -0.0542 -0.0240 3.3202
C 0.1436 -0.1213 2.0931
H -4.2505 -1.9212 8.3173
H -2.5502 -2.4223 8.4745
H -2.9937 -1.2548 7.2377
H -2.4719 1.7070 6.8319
H -1.9039 1.5427 4.4272
H 1.1649 -1.3015 5.3541
H 0.5841 -1.1444 7.7487

=====

93
Properties=species:S:1:pos:R:3 method="wB97M-V/def2-TZVPD" e_tot_ev=-68701.484
Ba 0.6482 0.3583 -0.6901
C 4.8850 -0.5929 -5.1461
N 4.2541 0.1055 -4.0390
C 4.7731 1.1820 -3.3792
C 3.8692 1.5096 -2.4066
N 2.8186 0.6457 -2.4580
C 3.0605 -0.1969 -3.4428
P 2.0572 -1.5882 -4.0394
C 0.3451 -0.9511 -4.0495
N -0.1398 0.0369 -3.3200
C -1.2901 0.4585 -3.9062
C -1.5198 -0.2932 -5.0271
N -0.4751 -1.1657 -5.1295
C -0.3030 -2.1497 -6.1849
C 2.2993 -2.6946 -2.6053
N 2.8732 -2.3580 -1.4665
C 3.1082 -3.5247 -0.8003
C 2.6540 -4.5835 -1.5369
N 2.1509 -4.0514 -2.6910
C 1.5291 -4.7844 -3.7777
H 5.8085 -0.0786 -5.3980
H 4.2346 -0.5960 -6.0183
H 5.1207 -1.6199 -4.8718
H 5.7157 1.6171 -3.6624
H 3.9072 2.3216 -1.6990
H -1.8675 1.2754 -3.5057
H -2.3142 -0.2781 -5.7532
H -1.0963 -2.0163 -6.9153
H -0.3635 -3.1622 -5.7889
H 0.6586 -2.0169 -6.6768
H 3.5846 -3.5439 0.1659
H 2.6422 -5.6436 -1.3498
H 1.6698 -5.8489 -3.6112
H 1.9897 -4.5107 -4.7264
H 0.4590 -4.5794 -3.8230
N -0.4892 -2.3310 -0.7715
C -0.7020 -2.9581 0.5365
C 0.4138 -2.6267 1.5113
N 0.4798 -1.1950 1.7853
C 1.5316 -0.7981 2.7200
C 2.9001 -0.7005 2.0674
N 2.9600 0.3746 1.0718
H -1.2960 -2.3956 -1.3786
H 0.2995 -2.7654 -1.2462
H -0.8257 -4.0437 0.4539
H -1.6394 -2.5674 0.9429
H 1.3664 -2.9478 1.0824
H 0.2675 -3.2197 2.4268
H -0.4142 -0.8548 2.1263
H 1.6044 -1.4963 3.5660
H 1.2608 0.1829 3.1187
H 3.1352 -1.6369 1.5527
H 3.6617 -0.5801 2.8458
H 3.8302 0.3212 0.5560
H 2.8982 1.2941 1.5007
C -3.0838 0.1516 1.5485
P -2.9634 -0.0089 -0.2747
C -3.5423 1.6333 -0.8480
C -4.4632 -1.0195 -0.6414
H -4.0418 0.5691 1.8654
H -2.2915 0.8304 1.8771
H -2.9509 -0.8284 2.0162
H -4.4279 1.9691 -0.3068
H -3.7752 1.5765 -1.9148
H -2.7347 2.3527 -0.6921
H -5.3497 -0.6195 -0.1444
H -4.3170 -2.0504 -0.3121
H -4.6399 -1.0301 -1.7189
C -0.1802 2.3260 0.8349
C -0.6669 2.7668 1.8896
C -1.2080 3.0958 3.1541
C -2.6511 3.1747 3.2685
C -3.3740 2.8813 4.4472
C -4.7593 2.9133 4.4820
C -5.5062 3.2422 3.3559
C -4.8182 3.5355 2.1809
C -3.4367 3.4997 2.1362
C -0.2845 3.2168 4.2577
C -0.6008 3.8488 5.4857
C 0.3234 3.9654 6.5089
C 1.6184 3.4697 6.3780
C 1.9652 2.8693 5.1735
C 1.0477 2.7484 4.1430
H -2.8397 2.5770 5.3372
H -5.2655 2.6633 5.4085
H -6.5879 3.2755 3.3944
H -5.3717 3.8135 1.2887
H -2.9142 3.7491 1.2194
H -1.5789 4.2896 5.6197
H 0.0292 4.4681 7.4241
H 2.3364 3.5641 7.1831
H 2.9725 2.4877 5.0333
H 1.3429 2.2952 3.2031

=====

96
Properties=species:S:1:pos:R:3 method="wB97M-V/def2-TZVPD" e_tot_ev=-103879.255 smiles="O=S1(=O)CCCC1.O=S1(=O)CCCC1.O=S1(=O)CCCC1.O=S1(=O)CCCC1.Fc1ccccc1.Fc1ccccc1.Fc1ccccc1"
F 43.6490 15.1440 49.1990
C 43.2770 14.5120 48.0820
C 44.0580 14.7140 46.8780
C 43.5740 14.1580 45.7210
C 42.3700 13.4130 45.7470
C 41.6370 13.2030 46.8530
C 42.0300 13.7320 48.0580
H 44.8100 15.0990 46.9480
H 43.9940 14.0720 44.7970
H 41.9410 12.9920 44.8810
H 40.6080 12.7180 46.7670
H 41.4190 13.6580 48.9450
F 46.9330 20.4390 51.7080
C 46.5580 19.7650 50.6310
C 46.3540 18.2860 50.6400
C 45.8850 17.7590 49.4170
C 45.6520 18.5190 48.2740
C 45.8030 19.9140 48.3130
C 46.2280 20.5510 49.4780
H 46.3600 17.7830 51.5200
H 45.9780 16.6120 49.2970
H 45.2610 18.2320 47.3520
H 45.6210 20.4330 47.4330
H 46.6310 21.7080 49.4450
F 47.3430 13.1660 42.7340
C 47.6600 13.9070 43.7090
C 48.5200 15.0440 43.5130
C 48.9730 15.8010 44.5540
C 48.4850 15.5520 45.8610
C 47.7480 14.4580 46.1280
C 47.3730 13.6350 45.0690
H 48.8290 15.0880 42.3770
H 49.7970 16.5140 44.4440
H 48.9050 16.1430 46.7400
H 47.4180 14.1410 47.0250
H 46.7760 12.7640 45.1420
C 39.7940 8.7850 46.1600
C 38.7240 9.2350 45.2670
C 39.0770 8.9600 43.9480
S 40.8060 9.2230 43.8760
O 41.0460 10.5980 43.3820
O 41.4800 8.0830 43.2490
C 41.1970 9.1550 45.6010
H 40.0370 7.7460 46.0710
H 39.6970 9.3210 47.1270
H 38.7130 10.3790 45.2390
H 37.8400 9.0530 45.6960
H 38.5040 9.5530 43.3450
H 39.0010 7.9830 43.6050
H 41.3270 10.1580 45.8680
H 42.0680 8.4310 45.6720
C 42.7970 14.2930 38.8030
C 44.0210 13.2800 38.6390
C 45.0080 13.5710 39.6290
S 44.4470 14.3990 41.0450
O 45.0310 15.7150 40.9390
O 44.5000 13.4960 42.0900
C 42.7320 14.4140 40.3650
H 41.8000 13.9420 38.6320
H 42.7720 15.2440 38.2700
H 44.4580 13.2730 37.6570
H 43.7570 12.3050 38.8100
H 45.6760 14.3430 39.3380
H 45.4780 12.6500 39.8300
H 42.0990 15.1760 40.7400
H 42.0590 13.6980 40.7270
C 46.2080 18.1090 42.9540
C 45.4580 19.4130 42.9520
C 44.0030 19.1650 42.7850
S 43.7920 17.7340 43.7840
O 42.9320 16.7770 43.1850
O 43.4590 18.2280 45.1530
C 45.4510 17.3040 43.9590
H 47.1000 18.2140 43.3300
H 46.0510 17.6710 42.0730
H 45.7730 20.1330 42.1440
H 45.6110 19.9810 43.9430
H 43.9760 19.0800 41.5730
H 43.6400 20.0290 43.1000
H 45.5760 16.1840 43.5420
H 45.8440 17.5990 44.9050
C 38.4800 13.9610 49.1980
C 37.1890 14.0610 48.3910
C 36.2360 13.3480 48.9660
S 37.0460 11.7240 49.1700
O 37.1760 11.1060 47.8530
O 36.3260 11.0270 50.2680
C 38.5930 12.4870 49.6520
H 38.2920 14.3750 50.1490
H 39.3280 14.3040 48.5880
H 37.4930 13.7570 47.1880
H 36.6990 14.8850 48.1660
H 35.3040 13.0200 48.2950
H 35.8580 13.7020 49.9170
H 39.5750 12.0420 49.1280
H 39.0140 12.1680 50.7460